Computed, not measured: a molecular structure, C21H15ClN4O2PdSe, with ωB97M-V with the def2-TZVPD basis set.

CARTESIAN COORDINATES (ANGSTROEM)
1 Pd -0.3851 0.1330 0.0877
2 Se 0.8296 5.5524 5.4801
3 N 0.3802 3.8445 5.6026
4 C 0.2523 3.3934 4.3842
5 C -0.1014 2.0385 4.0575
6 C -0.3429 1.0618 5.0329
7 C -0.6626 -0.2149 4.6245
8 C -0.7393 -0.4775 3.2614
9 N -0.5220 0.4518 2.3296
10 C -0.2002 1.6882 2.7041
11 C 0.0641 2.6754 1.6279
12 N -0.0268 2.2463 0.3693
13 C 0.1957 3.0925 -0.6403
14 C 0.5215 4.4269 -0.4371
15 C 0.6284 4.8918 0.8571
16 C 0.3977 4.0029 1.9132
17 C 0.5031 4.3925 3.2989
18 N 0.8188 5.5901 3.6971
19 H -0.2726 1.3167 6.0823
20 H -0.8510 -1.0040 5.3380
21 H -0.9842 -1.4679 2.8986
22 H 0.1191 2.6759 -1.6371
23 H 0.6930 5.0738 -1.2851
24 H 0.8884 5.9216 1.0646
25 Cl 3.5405 0.2752 -2.6867
26 C 2.8735 -1.1650 -1.8778
27 C 1.6278 -0.7150 -1.1677
28 O 0.5067 -0.7231 -1.7484
29 O 1.7127 -0.2713 0.0260
30 H 3.6090 -1.5348 -1.1706
31 H 2.6375 -1.9073 -2.6337
32 C -2.7215 -0.6775 0.0943
33 C -2.5848 -0.9550 -1.2719
34 C -2.1747 -2.2413 -1.7348
35 C -2.0092 -2.4804 -3.0725
36 C -2.2404 -1.4626 -4.0057
37 C -2.6637 -0.1982 -3.5832
38 C -2.8393 0.0603 -2.2482
39 H -2.6748 -1.4816 0.8194
40 H -3.1793 0.2530 0.4112
41 H -2.0028 -3.0262 -1.0083
42 H -1.7032 -3.4595 -3.4150
43 H -2.1066 -1.6604 -5.0602
44 H -2.8697 0.5700 -4.3164
45 H -3.1946 1.0275 -1.9119

Highest occupied orbital energy (spin up / spin down) = -12.531 / -14.386 eV
Frontier orbital gap (spin up / spin down) = 4.601 / 3.370 eV
Expectation value of S² = 6.072
Spin multiplicity = 5
Largest force on an atom = 0.664 eV/Å
Energy relative to the best compared isomer or geometry (same formula, charge and spin) = 0.0 kcal per mole
LUMO energy (spin up / spin down) = -7.930 / -11.016 eV
Charge = +2